# 1
Here is a cluster of 5 separate species, C31H69N3O5S2 in total at a distorted geometry from the Open Molecules 2025 dataset. Energies are from wB97M-V/def2-TZVPD.

```
110
C31H69N3O5S2 | the Open Molecules 2025 dataset | wB97M-V/def2-TZVPD
C 18.84 -22.91 11.55
C 18.77 -21.48 12.11
C 19.24 -20.53 11.01
C 18.22 -20.24 9.94
C 16.96 -19.73 10.61
C 16.38 -20.67 11.67
N 17.45 -21.11 12.56
O 16.98 -21.97 13.57
C 15.39 -19.87 12.47
C 15.66 -21.84 11.01
C 19.77 -21.33 13.27
H 19.86 -23.28 11.43
H 18.38 -23.00 10.57
H 18.29 -23.60 12.20
H 19.61 -19.59 11.45
H 20.15 -20.95 10.57
H 18.01 -21.19 9.44
H 18.60 -19.54 9.21
H 16.15 -19.56 9.89
H 17.17 -18.80 11.14
H 14.59 -19.49 11.83
H 14.90 -20.51 13.21
H 15.89 -19.05 12.99
H 16.27 -22.38 10.28
H 15.33 -22.57 11.75
H 14.77 -21.49 10.48
H 19.75 -20.30 13.63
H 20.78 -21.54 12.92
H 19.49 -21.98 14.10
H 17.03 -21.40 14.36
C 12.57 -26.35 17.10
C 11.24 -26.83 17.68
C 11.01 -26.26 19.10
C 10.52 -24.83 19.11
C 9.28 -24.64 18.26
C 9.49 -25.14 16.82
N 10.06 -26.47 16.90
O 10.16 -27.09 15.61
C 8.12 -25.22 16.15
C 10.36 -24.11 16.09
C 11.27 -28.35 17.79
H 12.85 -26.90 16.20
H 13.37 -26.37 17.85
H 12.55 -25.27 16.94
H 10.37 -26.98 19.61
H 11.99 -26.25 19.60
H 11.28 -24.11 18.76
H 10.40 -24.45 20.13
H 9.09 -23.56 18.19
H 8.41 -25.09 18.74
H 7.70 -24.23 15.96
H 8.17 -25.67 15.16
H 7.40 -25.79 16.74
H 10.65 -24.45 15.09
H 9.79 -23.19 15.89
H 11.23 -23.79 16.65
H 11.38 -28.81 16.81
H 10.37 -28.76 18.25
H 12.06 -28.67 18.49
H 10.47 -26.40 14.99
C 17.67 -17.73 16.18
C 17.88 -19.03 16.96
C 18.10 -18.62 18.42
C 18.05 -19.79 19.41
C 16.78 -20.61 19.24
C 16.43 -20.96 17.80
N 16.65 -19.81 16.93
O 16.32 -20.14 15.58
C 17.13 -22.25 17.35
C 14.91 -21.24 17.78
C 19.11 -19.76 16.44
H 16.67 -17.30 16.23
H 17.93 -17.89 15.12
H 18.38 -16.94 16.44
H 19.10 -18.18 18.48
H 17.38 -17.86 18.73
H 18.01 -19.32 20.40
H 19.00 -20.33 19.45
H 15.95 -20.14 19.77
H 16.94 -21.56 19.77
H 18.22 -22.21 17.37
H 16.79 -23.12 17.90
H 16.92 -22.43 16.29
H 14.72 -21.98 18.56
H 14.35 -20.35 18.05
H 14.57 -21.63 16.83
H 19.99 -19.13 16.28
H 18.87 -20.22 15.47
H 19.41 -20.56 17.11
H 15.57 -19.59 15.35
C 11.79 -22.58 7.81
S 11.23 -21.63 9.22
O 12.44 -21.28 10.00
C 10.53 -20.19 8.42
H 12.49 -21.94 7.26
H 10.96 -22.83 7.16
H 12.35 -23.42 8.21
H 9.89 -20.50 7.59
H 11.33 -19.50 8.15
H 9.90 -19.71 9.17
C 14.03 -24.95 13.94
S 12.67 -25.14 12.78
O 11.58 -25.92 13.42
C 12.20 -23.42 12.72
H 13.60 -24.55 14.86
H 14.81 -24.31 13.53
H 14.50 -25.92 14.10
H 12.83 -22.81 12.08
H 12.26 -22.92 13.70
H 11.16 -23.37 12.41
```

Values from the calculation:
- E_HOMO: -0.28186 Ha
- Electronic energy: -69639.831 eV
- HOMO-LUMO gap: 8.06 eV
- Lowest unoccupied orbital energy: 0.39 eV
- Net charge: 0
- 2S+1: 1
- Energy relative to the best compared isomer or geometry (same formula, charge and spin): 0.00 kJ/mol

Here are the Mulliken charges for atoms 1 to 2, given in e:
1 C -1.740
2 C 1.668

---

# 2
Here is a cluster of 7 separate species, C31H70F9N5O5PS in total at a distorted geometry from the Open Molecules 2025 dataset. Energies are from wB97M-V/def2-TZVPD.

```
122
C31H70F9N5O5PS | the Open Molecules 2025 dataset | wB97M-V/def2-TZVPD
C -5.30 1.15 -1.13
C -4.89 1.80 -2.41
O -4.79 3.03 -2.55
N -4.79 0.81 -3.60
H -4.75 -0.14 -3.26
H -5.52 0.84 -4.30
C -3.49 1.02 -4.45
H -4.91 0.13 -1.09
H -6.38 1.16 -0.99
H -4.94 1.66 -0.23
H -3.09 0.10 -4.89
H -2.58 1.21 -3.89
H -3.63 1.83 -5.17
C 2.06 -4.83 3.38
C 3.24 -5.04 2.40
O 3.24 -5.61 1.31
N 4.55 -4.47 2.94
H 4.54 -4.57 3.95
H 5.34 -5.07 2.77
C 4.95 -3.10 2.44
H 1.12 -5.06 2.87
H 1.86 -3.87 3.84
H 2.11 -5.61 4.14
H 4.83 -2.95 1.37
H 5.95 -2.80 2.74
H 4.20 -2.47 2.92
C -4.48 1.93 5.14
C -4.78 0.55 5.86
C -3.50 -0.14 6.52
N -3.76 -1.62 6.99
C -4.89 -1.64 8.06
C -2.42 -2.22 7.51
C -2.58 -3.71 7.30
C -3.81 -3.91 6.42
C -4.12 -2.52 5.79
H -3.90 2.55 5.83
H -5.34 2.48 4.74
H -3.75 1.76 4.36
H -5.13 0.02 4.98
H -5.51 0.58 6.67
H -3.28 0.41 7.44
H -2.64 -0.05 5.86
H -4.58 -1.08 8.94
H -5.14 -2.64 8.42
H -5.83 -1.24 7.71
H -2.41 -1.96 8.57
H -1.61 -1.81 6.92
H -2.71 -4.25 8.24
H -1.68 -4.10 6.81
H -4.63 -4.37 6.96
H -3.56 -4.54 5.57
H -5.07 -2.27 5.32
H -3.38 -2.19 5.06
C 3.17 7.27 1.79
C 3.24 7.08 0.30
C 2.30 5.97 -0.28
N 2.36 5.80 -1.85
C 3.70 5.21 -2.27
C 2.07 7.21 -2.42
C 1.27 6.96 -3.73
C 0.39 5.77 -3.33
C 1.23 4.89 -2.44
H 3.47 6.35 2.29
H 2.19 7.40 2.24
H 3.67 8.21 2.04
H 4.28 7.03 -0.04
H 3.02 8.07 -0.11
H 1.27 6.24 -0.08
H 2.51 4.94 0.01
H 4.56 5.72 -1.84
H 3.67 5.25 -3.36
H 3.64 4.17 -1.97
H 3.02 7.70 -2.61
H 1.53 7.75 -1.64
H 1.94 6.59 -4.51
H 0.83 7.86 -4.17
H 0.01 5.26 -4.22
H -0.54 6.09 -2.86
H 1.55 3.99 -2.97
H 0.78 4.65 -1.48
C 2.08 0.76 -6.86
C 3.06 -0.23 -6.26
C 2.39 -1.19 -5.22
N 3.34 -2.28 -4.63
C 4.24 -1.61 -3.60
C 2.57 -3.48 -3.96
C 3.57 -4.64 -4.11
C 4.73 -4.22 -4.98
C 4.18 -2.99 -5.66
H 2.49 1.18 -7.78
H 1.75 1.61 -6.25
H 1.23 0.24 -7.30
H 3.89 0.31 -5.82
H 3.51 -0.82 -7.06
H 1.63 -1.82 -5.66
H 1.93 -0.74 -4.34
H 3.49 -1.17 -2.94
H 4.84 -0.82 -4.05
H 4.86 -2.42 -3.23
H 2.21 -3.35 -2.94
H 1.71 -3.73 -4.58
H 4.01 -4.89 -3.15
H 3.11 -5.56 -4.49
H 5.60 -4.03 -4.36
H 4.91 -4.92 -5.80
H 4.92 -2.28 -6.04
H 3.51 -3.32 -6.46
C -4.72 -4.61 0.22
F -3.61 -4.52 1.00
F -5.37 -5.68 0.55
F -5.46 -3.51 0.47
S -4.23 -4.67 -1.64
O -4.49 -3.39 -2.27
O -2.80 -4.99 -1.72
O -5.06 -5.83 -2.17
P 0.12 0.15 0.77
F 0.91 -1.31 0.72
F 1.44 1.02 0.44
F -0.40 0.02 -0.83
F -0.80 1.46 0.88
F -1.25 -0.68 1.19
F 0.41 0.30 2.34
```

Values from the calculation:
- E_HOMO: -0.42525 Ha
- Electronic energy: -95528.767 eV
- HOMO-LUMO gap: 5.07 eV
- Lowest unoccupied orbital energy: -6.50 eV
- Net charge: +3
- 2S+1: 1

Here are the Mulliken charges for atoms 1 to 2, given in e:
1 C -0.976
2 C 0.607

---

# 3
Here is a cluster of 8 separate species, C31H70N11O18S3 in total at a distorted geometry from the Open Molecules 2025 dataset. Energies are from wB97M-V/def2-TZVPD.

```
133
C31H70N11O18S3 | the Open Molecules 2025 dataset | wB97M-V/def2-TZVPD
C -7.95 1.77 -1.33
C -6.55 1.24 -1.76
C -6.63 -0.22 -2.31
C -5.80 -0.38 -3.59
N -4.35 -0.41 -3.24
C -3.62 0.79 -3.67
C -2.11 0.77 -3.56
C -1.52 0.27 -2.21
C -2.45 0.45 -0.99
C -1.81 0.09 0.40
C -2.21 -1.37 0.64
C -1.73 -2.01 1.96
C -2.58 1.06 1.42
C -1.55 1.96 2.20
C -2.21 3.31 2.53
C -1.44 4.18 3.55
N -1.66 5.61 3.37
C -1.41 1.23 3.58
C 0.00 1.32 4.27
C 0.56 -0.09 4.44
N 1.68 -0.55 3.72
O 0.03 -0.79 5.22
N -0.38 1.93 1.27
S -0.08 3.28 0.14
C -1.49 3.66 -0.88
O 1.02 2.98 -0.69
O 0.21 4.41 0.93
C -0.39 0.51 0.71
O 0.65 0.13 -0.13
C -3.75 -1.64 -3.50
S -3.89 -2.81 -2.36
S -2.92 -2.06 -5.04
C -1.17 -2.44 -4.67
C -0.93 -3.63 -3.71
C 0.31 -4.48 -4.08
H -8.02 1.81 -0.25
H -8.76 1.16 -1.73
H -8.08 2.77 -1.75
H -5.89 1.20 -0.90
H -6.15 1.92 -2.51
H -7.67 -0.48 -2.50
H -6.23 -0.91 -1.58
H -5.99 0.46 -4.27
H -6.04 -1.31 -4.11
H -4.00 1.63 -3.09
H -3.88 1.03 -4.71
H -1.60 0.23 -4.35
H -1.77 1.80 -3.69
H -1.24 -0.79 -2.29
H -0.62 0.86 -2.02
H -3.27 -0.26 -1.12
H -2.91 1.43 -1.04
H -1.82 -1.98 -0.18
H -3.29 -1.50 0.61
H -2.28 -1.69 2.84
H -0.65 -1.91 2.13
H -1.89 -3.09 1.87
H -3.22 0.43 2.04
H -3.28 1.77 0.98
H -2.45 3.93 1.66
H -3.17 3.05 2.98
H -0.37 3.98 3.41
H -1.68 3.86 4.56
H -0.76 6.07 3.49
H -2.03 5.84 2.46
H -2.13 1.65 4.26
H -1.66 0.18 3.49
H -0.15 1.69 5.27
H 0.70 2.02 3.79
H 1.81 -1.51 4.02
H 1.51 -0.63 2.72
H 0.51 1.94 1.79
H -1.52 4.73 -1.07
H -2.43 3.41 -0.39
H -1.49 3.10 -1.81
H -0.15 -0.04 1.64
H 1.50 0.42 0.24
H -0.66 -2.68 -5.61
H -0.65 -1.58 -4.26
H -0.79 -3.20 -2.71
H -1.80 -4.27 -3.63
H 1.02 -4.42 -3.26
H 0.75 -4.18 -5.03
H 0.00 -5.52 -4.10
C 3.04 -2.19 -6.50
N 2.75 -3.59 -6.91
O 1.59 -3.90 -7.10
O 3.70 -4.33 -7.03
H 2.10 -1.65 -6.43
H 3.53 -2.23 -5.53
H 3.68 -1.75 -7.25
C -1.05 -2.29 -8.99
N -0.45 -0.95 -8.74
O -0.94 0.01 -9.29
O 0.52 -0.91 -8.00
H -1.89 -2.17 -9.66
H -0.28 -2.92 -9.43
H -1.37 -2.69 -8.03
C 1.62 1.41 -10.85
N 2.72 1.29 -11.84
O 3.32 0.23 -11.89
O 2.95 2.26 -12.53
H 1.53 0.48 -10.31
H 1.87 2.23 -10.17
H 0.71 1.63 -11.39
C 4.13 -0.15 5.87
N 4.94 1.01 6.31
O 4.38 1.89 6.94
O 6.12 1.00 6.01
H 3.12 -0.02 6.21
H 4.18 -0.20 4.79
H 4.57 -1.04 6.32
C 7.20 -3.50 7.07
N 5.81 -3.71 6.56
O 5.17 -4.63 7.02
O 5.41 -2.92 5.72
H 7.41 -4.27 7.81
H 7.87 -3.58 6.22
H 7.24 -2.51 7.51
C 1.36 0.13 9.71
N 1.96 -1.13 9.19
O 1.67 -2.16 9.75
O 2.71 -1.02 8.23
H 0.73 -0.11 10.56
H 2.17 0.78 10.01
H 0.78 0.57 8.91
C 9.01 1.58 7.77
N 9.51 0.29 8.32
O 9.40 0.10 9.52
O 10.00 -0.49 7.53
H 8.60 2.17 8.59
H 9.85 2.09 7.31
H 8.24 1.34 7.04
```

Values from the calculation:
- E_HOMO: -0.38788 Ha
- Electronic energy: -119004.430 eV
- HOMO-LUMO gap: 7.50 eV
- Lowest unoccupied orbital energy: -3.05 eV
- Net charge: +1
- 2S+1: 1

Here are the Mulliken charges for atoms 1 to 2, given in e:
1 C -1.205
2 C 0.630

---

# 4
Here is a structure of composition C31H75Li4N5O13 at a distorted geometry from the Open Molecules 2025 dataset. Energies are from wB97M-V/def2-TZVPD.

```
128
C31H75Li4N5O13 | the Open Molecules 2025 dataset | wB97M-V/def2-TZVPD
Li 2.02 1.86 1.11
Li -2.89 1.63 0.95
Li -1.08 2.99 -1.31
Li -0.73 -0.13 2.23
C -0.04 1.18 -0.06
O 0.59 2.07 -0.67
O -1.33 1.13 -0.22
O 0.52 0.51 0.90
C 2.87 -1.11 -1.46
O 3.04 -2.24 -2.27
C 2.53 -3.47 -1.80
C 3.42 -4.11 -0.72
N 3.13 -5.50 -0.42
C 1.84 -5.74 0.22
C 1.65 -7.23 0.45
O 0.32 -7.45 0.92
C -0.45 -8.21 0.00
H 3.85 -0.75 -1.14
H 2.24 -1.30 -0.59
H 2.51 -0.31 -2.11
H 2.43 -4.18 -2.63
H 1.52 -3.26 -1.40
H 3.29 -3.46 0.16
H 4.45 -4.06 -1.08
H 3.13 -6.02 -1.30
H 1.02 -5.47 -0.47
H 1.79 -5.17 1.14
H 2.36 -7.69 1.15
H 1.79 -7.85 -0.45
H -0.02 -9.16 -0.31
H -0.70 -7.58 -0.86
H -1.40 -8.38 0.51
C -2.93 -6.01 2.39
O -2.63 -4.63 2.10
C -1.49 -4.19 2.76
C -1.35 -2.71 2.45
N -0.20 -2.00 3.00
C 1.06 -2.35 2.28
C 2.29 -1.83 2.96
O 2.64 -2.60 4.04
C 3.71 -2.11 4.81
H -3.46 -6.05 3.34
H -1.99 -6.57 2.35
H -3.62 -6.40 1.64
H -0.59 -4.72 2.43
H -1.49 -4.35 3.85
H -2.24 -2.17 2.84
H -1.52 -2.54 1.38
H 0.00 -2.17 3.99
H 1.04 -1.98 1.26
H 1.13 -3.44 2.26
H 2.12 -0.78 3.28
H 3.08 -1.72 2.20
H 3.54 -1.04 5.03
H 4.67 -2.11 4.27
H 3.82 -2.70 5.71
C 6.98 0.31 -1.51
O 5.98 0.63 -0.58
C 6.27 1.83 0.11
C 5.01 2.20 0.87
N 3.75 1.92 0.11
C 3.69 2.67 -1.16
C 3.77 4.16 -1.00
O 5.07 4.62 -0.78
C 5.12 5.94 -0.31
H 8.01 0.25 -1.13
H 7.00 1.08 -2.29
H 6.78 -0.64 -2.00
H 6.73 2.61 -0.49
H 7.02 1.58 0.88
H 5.03 3.18 1.34
H 4.92 1.55 1.75
H 4.04 1.02 -0.29
H 2.75 2.45 -1.67
H 4.41 2.26 -1.88
H 3.13 4.41 -0.13
H 3.31 4.72 -1.82
H 4.69 6.62 -1.05
H 6.16 6.22 -0.14
H 4.66 6.04 0.69
C -3.52 4.17 -6.91
O -3.08 3.88 -5.58
C -2.31 4.93 -5.02
C -2.06 4.55 -3.58
N -1.53 3.19 -3.41
C -0.30 2.94 -4.20
C 0.87 3.86 -3.82
O 0.87 4.94 -4.75
C 1.30 6.17 -4.18
H -3.33 5.22 -7.15
H -4.59 3.98 -6.98
H -2.98 3.53 -7.61
H -2.86 5.88 -5.07
H -1.39 5.06 -5.60
H -2.96 4.72 -2.98
H -1.38 5.26 -3.08
H -2.25 2.57 -3.79
H -0.56 2.97 -5.26
H 0.05 1.91 -4.03
H 1.77 3.25 -3.92
H 0.76 4.18 -2.78
H 1.26 7.00 -4.89
H 2.36 6.10 -3.91
H 0.66 6.43 -3.33
C -3.90 -0.70 -0.34
O -4.51 0.52 0.11
C -5.87 0.30 0.67
C -5.89 -0.66 1.85
N -5.30 -0.22 3.10
C -5.84 1.03 3.61
C -7.09 0.82 4.46
O -7.38 2.03 5.09
C -8.73 2.16 5.48
H -4.65 -1.40 -0.71
H -3.37 -1.19 0.48
H -3.27 -0.40 -1.16
H -6.36 -0.04 -0.24
H -6.21 1.31 0.91
H -5.55 -1.62 1.48
H -6.95 -0.82 2.10
H -4.29 -0.18 3.07
H -5.97 1.85 2.90
H -5.14 1.42 4.36
H -6.85 0.05 5.21
H -7.93 0.40 3.89
H -8.96 1.30 6.10
H -9.48 2.36 4.70
H -8.84 3.05 6.11
```

Values from the calculation:
- E_HOMO: -0.44470 Ha
- Electronic energy: -68238.574 eV
- HOMO-LUMO gap: 5.59 eV
- Lowest unoccupied orbital energy: -6.51 eV
- Net charge: +2
- 2S+1: 1
- Energy relative to the best compared isomer or geometry (same formula, charge and spin): 51.19 kJ/mol

Here are the Mulliken charges for atoms 1 to 2, given in e:
1 Li 0.790
2 Li 0.879